Entry 1:
The following is a quantum chemistry calculation of a cluster of 2 separate species, C4H11NO2 in total at a distorted geometry, from the OMol25 dataset.

HOMO-LUMO gap	10.5	eV
highest occupied orbital energy	-9.67	eV

Each atom is followed by the atoms it is bonded to, with distances in Å.
Geometry (Å):
1 C -1.483 2.053 2.984  C2 1.527, H5 1.075, H6 1.087, H7 1.097
2 C -0.374 1.108 2.527  C1 1.527, O3 1.189, O4 1.389
3 O 0.785 1.087 2.789  C2 1.189
4 O -0.994 -0.002 1.966  C2 1.389, H8 0.933
5 H -2.192 1.453 3.527  C1 1.075
6 H -1.874 2.630 2.151  C1 1.087
7 H -0.875 2.809 3.495  C1 1.097
8 H -0.711 -0.168 1.092  O4 0.933
9 C 1.187 -1.479 -2.948  C10 1.536, H12 1.094, H13 1.101, H14 1.082
10 C 0.005 -1.033 -2.074  C9 1.536, N11 1.496, H15 1.083, H16 1.087
11 N 0.600 -0.534 -0.796  C10 1.496, H17 1.011, H18 1.012
12 H 1.905 -2.006 -2.312  C9 1.094
13 H 1.845 -0.612 -3.111  C9 1.101
14 H 0.990 -1.990 -3.881  C9 1.082
15 H -0.550 -0.186 -2.460  C10 1.083
16 H -0.531 -1.924 -1.759  C10 1.087
17 H 1.355 0.123 -0.941  N11 1.011
18 H 0.910 -1.329 -0.251  N11 1.012

Entry 2:
The following is a quantum chemistry calculation of the molecule C4H11NO2 at a distorted geometry, from the OMol25 dataset.

HOMO-LUMO gap	9.4	eV
highest occupied orbital energy	-8.48	eV

Each atom is followed by the atoms it is bonded to, with distances in Å.
Geometry (Å):
1 C -2.623 0.041 -1.016  C2 1.581, H8 1.083, H9 1.073, H10 1.055
2 C -1.585 -0.300 0.126  C1 1.581, O3 1.450, C4 1.504, H11 1.086
3 O -1.470 0.985 0.789  C2 1.450, H12 1.038
4 C -0.229 -0.570 -0.467  C2 1.504, N5 1.486, H13 1.089, H14 1.067
5 N 0.826 -0.322 0.549  C4 1.486, C6 1.511, H15 0.948
6 C 2.261 -0.590 0.155  N5 1.511, O7 1.402, H16 1.224, H17 1.139
7 O 2.921 0.642 0.059  C6 1.402, H18 1.013
8 H -2.726 -0.829 -1.654  C1 1.083
9 H -3.651 0.151 -0.731  C1 1.073
10 H -2.337 0.828 -1.660  C1 1.055
11 H -1.804 -1.077 0.852  C2 1.086
12 H -2.116 1.121 1.590  O3 1.038
13 H -0.295 -1.635 -0.684  C4 1.089
14 H 0.015 -0.003 -1.337  C4 1.067
15 H 0.596 0.483 0.993  N5 0.948
16 H 2.242 -1.235 -0.886  C6 1.224
17 H 2.848 -1.143 0.959  C6 1.139
18 H 2.889 1.088 -0.850  O7 1.013

Entry 3:
The following is a quantum chemistry calculation of a cluster of 2 separate species, C4H11NO2 in total at a distorted geometry, from the OMol25 dataset.

HOMO-LUMO gap	8.3	eV
highest occupied orbital energy	-7.43	eV

Each atom is followed by the atoms it is bonded to, with distances in Å.
Geometry (Å):
1 C 0.299 -1.004 -1.844  C2 1.490, H6 1.092, H7 1.095, H8 1.095
2 C 0.391 0.068 -0.814  C1 1.490, C3 1.340, H9 1.085
3 C 1.483 0.439 -0.132  C2 1.340, N4 1.358, O5 1.369
4 N 2.741 -0.041 -0.304  C3 1.358, H10 1.017, H11 1.014
5 O 1.394 1.377 0.862  C3 1.369, H12 0.979
6 H 1.261 -1.243 -2.303  C1 1.092
7 H -0.110 -1.912 -1.388  C1 1.095
8 H -0.384 -0.690 -2.640  C1 1.095
9 H -0.548 0.566 -0.596  C2 1.085
10 H 3.417 0.621 0.069  N4 1.017
11 H 2.946 -0.302 -1.262  N4 1.014
12 H 0.462 1.403 1.159  O5 0.979
13 C -2.549 0.223 1.382  O14 1.420, H15 1.092, H16 1.094, H17 1.093
14 O -1.228 0.414 1.867  C13 1.420, H18 0.976
15 H -3.224 0.036 2.220  C13 1.092
16 H -2.568 -0.623 0.689  C13 1.094
17 H -2.862 1.126 0.853  C13 1.093
18 H -0.921 -0.458 2.182  O14 0.976

Entry 4:
The following is a quantum chemistry calculation of the molecule C4H11NO2 at a distorted geometry, from the OMol25 dataset.

HOMO-LUMO gap	10.3	eV
highest occupied orbital energy	-9.58	eV

Each atom is followed by the atoms it is bonded to, with distances in Å.
Geometry (Å):
1 C -1.453 1.101 -1.475  C2 1.525, H8 1.099, H9 1.146, H10 1.139
2 C -0.182 1.076 -0.632  C1 1.525, O3 1.445, C4 1.535, H11 1.139
3 O 0.947 1.012 -1.531  C2 1.445, H12 1.005
4 C -0.203 -0.141 0.303  C2 1.535, N5 1.502, C6 1.597, H13 1.082
5 N 0.086 -1.427 -0.417  C4 1.502, H14 0.976, H15 1.115
6 C 0.755 -0.335 1.566  C4 1.597, O7 1.421, H16 1.203, H17 1.147
7 O 0.124 -1.270 2.430  C6 1.421, H18 1.040
8 H -1.374 1.725 -2.376  C1 1.099
9 H -2.188 1.498 -0.691  C1 1.146
10 H -1.775 0.050 -1.774  C1 1.139
11 H -0.071 2.079 -0.103  C2 1.139
12 H 1.036 1.861 -2.061  O3 1.005
13 H -1.212 -0.068 0.689  C4 1.082
14 H 0.982 -1.507 -0.798  N5 0.976
15 H -0.671 -1.602 -1.217  N5 1.115
16 H 1.896 -0.701 1.463  C6 1.203
17 H 0.592 0.591 2.225  C6 1.147
18 H 0.102 -2.092 1.794  O7 1.040

Entry 5:
The following is a quantum chemistry calculation of a cluster of 2 separate species, C4H11NO2 in total at a distorted geometry, from the OMol25 dataset.

HOMO-LUMO gap	9.7	eV
highest occupied orbital energy	-9.00	eV

Each atom is followed by the atoms it is bonded to, with distances in Å.
Geometry (Å):
1 C -0.886 -0.728 2.473  N2 1.467, H7 1.104, H8 1.087, H9 1.092
2 N -0.829 -0.087 1.155  C1 1.467, C3 1.459, H10 1.007
3 C 0.311 0.801 0.955  N2 1.459, C4 1.551, H11 1.087, H12 1.095
4 C 1.199 0.332 -0.228  C3 1.551, C5 1.522, H13 1.087, H14 1.088
5 C 2.232 1.420 -0.485  C4 1.522, O6 1.201, H15 1.107
6 O 1.937 2.581 -0.567  C5 1.201
7 H -1.162 -0.010 3.264  C1 1.104
8 H -1.616 -1.534 2.493  C1 1.087
9 H 0.135 -1.011 2.736  C1 1.092
10 H -1.705 0.403 1.080  N2 1.007
11 H -0.087 1.786 0.725  C3 1.087
12 H 0.976 0.833 1.823  C3 1.095
13 H 0.532 0.149 -1.066  C4 1.087
14 H 1.732 -0.567 0.075  C4 1.088
15 H 3.294 1.114 -0.553  C5 1.107
16 O -2.823 -3.240 -3.176  H17 0.936, H18 0.966
17 H -3.233 -3.399 -2.349  O16 0.936
18 H -2.319 -2.438 -2.983  O16 0.966

Entry 6:
The following is a quantum chemistry calculation of a cluster of 2 separate species, C4H11NO2 in total at a distorted geometry, from the OMol25 dataset.

HOMO-LUMO gap	9.9	eV
highest occupied orbital energy	-9.30	eV

Each atom is followed by the atoms it is bonded to, with distances in Å.
Geometry (Å):
1 C 2.343 0.421 -1.124  C2 1.555, H5 1.103, H6 1.126, H7 1.109
2 C 1.629 1.080 0.090  C1 1.555, O3 1.220, O4 1.326
3 O 2.194 1.765 0.926  C2 1.220
4 O 0.348 0.866 0.358  C2 1.326, H8 1.033
5 H 2.319 1.061 -2.023  C1 1.103
6 H 1.887 -0.574 -1.387  C1 1.126
7 H 3.349 0.193 -0.717  C1 1.109
8 H -0.299 0.606 -0.404  O4 1.033
9 C -2.105 -2.314 0.458  C10 1.555, H12 1.101, H13 1.095, H14 1.096
10 C -2.045 -0.760 0.481  C9 1.555, N11 1.501, H15 1.096, H16 1.090
11 N -1.458 -0.320 -0.829  C10 1.501, H17 1.024, H18 1.040
12 H -2.565 -2.672 -0.476  C9 1.101
13 H -2.762 -2.547 1.303  C9 1.095
14 H -1.200 -2.932 0.457  C9 1.096
15 H -3.056 -0.345 0.563  C10 1.096
16 H -1.330 -0.528 1.270  C10 1.090
17 H -2.142 0.190 -1.394  N11 1.024
18 H -1.103 -1.162 -1.326  N11 1.040

Entry 7:
The following is a quantum chemistry calculation of the molecule C4H11NO2 at a distorted geometry, from the OMol25 dataset.

HOMO-LUMO gap	10.3	eV
highest occupied orbital energy	-9.42	eV

Each atom is followed by the atoms it is bonded to, with distances in Å.
Geometry (Å):
1 C -1.645 -0.208 -1.535  C2 1.523, H8 1.080, H9 1.094, H10 1.092
2 C -1.162 0.018 -0.108  C1 1.523, O3 1.427, C4 1.505, H11 1.096
3 O -2.076 0.785 0.674  C2 1.427, H12 0.961
4 C 0.170 0.714 -0.042  C2 1.505, N5 1.462, H13 1.095, H14 1.062
5 N 0.902 0.473 1.200  C4 1.462, C6 1.435, H15 1.015
6 C 1.789 -0.656 1.207  N5 1.435, O7 1.449, H16 1.085, H17 1.076
7 O 2.902 -0.591 0.282  C6 1.449, H18 0.956
8 H -1.014 -0.927 -2.037  C1 1.080
9 H -2.640 -0.655 -1.456  C1 1.094
10 H -1.801 0.625 -2.222  C1 1.092
11 H -1.078 -0.990 0.315  C2 1.096
12 H -2.868 0.252 0.787  O3 0.961
13 H 0.771 0.350 -0.882  C4 1.095
14 H 0.075 1.743 -0.288  C4 1.062
15 H 1.482 1.273 1.433  N5 1.015
16 H 1.265 -1.546 0.873  C6 1.085
17 H 2.203 -0.716 2.199  C6 1.076
18 H 2.725 0.056 -0.400  O7 0.956

Entry 8:
The following is a quantum chemistry calculation of a cluster of 3 separate species, C4H11NO2 in total, from the OMol25 dataset.

HOMO-LUMO gap (alpha / beta)	7.7 / 7.7	eV
highest occupied orbital energy (alpha / beta)	-7.40 / -7.41	eV

Each atom is followed by the atoms it is bonded to, with distances in Å.
Geometry (Å):
1 C -0.758 -0.946 0.765  N5 1.310, O7 1.328, H11 1.085
2 C 0.954 0.248 0.076  C3 1.501, C4 1.498, H12 1.089
3 C 0.920 1.724 0.350  C2 1.501, H14 1.092, H15 1.092, H16 1.097
4 C 1.386 -0.201 -1.286  C2 1.498, H13 1.098, H17 1.092, H18 1.090
5 N -1.174 -0.057 -0.102  C1 1.310, H10 1.013
6 O -3.045 -0.434 0.789  H9 0.966
7 O -0.505 -2.192 0.378  C1 1.328, H8 0.971
8 H -0.751 -2.267 -0.557  O7 0.971
9 H -3.591 -0.911 0.151  O6 0.966
10 H -1.471 0.794 0.360  N5 1.013
11 H -0.733 -0.826 1.842  C1 1.085
12 H 1.428 -0.316 0.877  C2 1.089
13 H 2.450 0.027 -1.430  C4 1.098
14 H 0.478 1.950 1.323  C3 1.092
15 H 0.368 2.265 -0.421  C3 1.092
16 H 1.943 2.121 0.364  C3 1.097
17 H 1.278 -1.280 -1.408  C4 1.092
18 H 0.821 0.301 -2.071  C4 1.090

Entry 9:
The following is a quantum chemistry calculation of a cluster of 2 separate species, C4H11NO2 in total at a distorted geometry, from the OMol25 dataset.

HOMO-LUMO gap	9.9	eV
highest occupied orbital energy	-9.37	eV

Each atom is followed by the atoms it is bonded to, with distances in Å.
Geometry (Å):
1 C 1.478 -0.893 0.745  C2 1.540, H7 1.095, H8 1.088, H9 1.089
2 C 0.833 0.450 0.350  C1 1.540, N3 1.466, C4 1.529, H10 1.100
3 N -0.420 0.813 1.019  C2 1.466, H11 1.009, H12 1.030
4 C 0.605 0.492 -1.161  C2 1.529, C5 1.486, H13 1.096, H14 1.092
5 C 0.220 1.837 -1.662  C4 1.486, O6 1.216, H15 1.111
6 O -0.309 2.034 -2.739  C5 1.216
7 H 0.681 -1.590 1.025  C1 1.095
8 H 1.983 -1.364 -0.096  C1 1.088
9 H 2.121 -0.849 1.623  C1 1.089
10 H 1.577 1.233 0.556  C2 1.100
11 H -0.310 0.603 2.000  N3 1.009
12 H -1.098 0.099 0.717  N3 1.030
13 H 1.565 0.296 -1.654  C4 1.096
14 H -0.135 -0.257 -1.447  C4 1.092
15 H 0.341 2.751 -1.043  C5 1.111
16 O -2.814 -1.593 0.619  H17 0.941, H18 0.956
17 H -2.571 -2.493 0.739  O16 0.941
18 H -3.747 -1.569 0.409  O16 0.956

Entry 10:
The following is a quantum chemistry calculation of a cluster of 2 separate species, C4H11NO2 in total at a distorted geometry, from the OMol25 dataset.

HOMO-LUMO gap	10.1	eV
highest occupied orbital energy	-9.41	eV

Each atom is followed by the atoms it is bonded to, with distances in Å.
Geometry (Å):
1 C -0.347 1.285 1.223  C2 1.584, H7 1.103, H8 1.119, H9 1.205
2 C 0.109 0.330 0.045  C1 1.584, O3 1.291, N4 1.361
3 O 0.949 0.717 -0.855  C2 1.291
4 N -0.566 -0.846 -0.078  C2 1.361, C5 1.500, C6 1.500
5 C -0.738 -1.344 -1.483  N4 1.500, H10 1.106, H11 1.084, H12 1.208
6 C -0.949 -1.773 1.037  N4 1.500, H13 1.114, H14 1.091, H15 1.071
7 H -0.416 2.310 0.823  C1 1.103
8 H -1.311 1.071 1.750  C1 1.119
9 H 0.576 1.439 1.983  C1 1.205
10 H -1.719 -1.832 -1.627  C5 1.106
11 H -0.107 -2.186 -1.742  C5 1.084
12 H -0.733 -0.548 -2.392  C5 1.208
13 H -0.653 -2.772 0.643  C6 1.114
14 H -0.435 -1.368 1.909  C6 1.091
15 H -2.017 -1.753 1.107  C6 1.071
16 O 2.910 2.453 -0.449  H17 0.973, H18 0.943
17 H 3.424 2.623 -1.257  O16 0.973
18 H 2.023 2.193 -0.638  O16 0.943

Entry 11:
The following is a quantum chemistry calculation of a cluster of 2 separate species, C4H11NO2 in total at a distorted geometry, from the OMol25 dataset.

HOMO-LUMO gap	9.7	eV
highest occupied orbital energy	-9.19	eV

Each atom is followed by the atoms it is bonded to, with distances in Å.
Geometry (Å):
1 C -0.164 -1.325 0.772  C2 1.492, H7 1.103, H8 1.103, H9 1.103
2 C 0.180 -1.051 -0.654  C1 1.492, O3 1.252, N4 1.360
3 O 0.090 -2.016 -1.446  C2 1.252
4 N 0.663 0.172 -1.006  C2 1.360, C5 1.492, C6 1.495
5 C 0.731 1.329 -0.066  N4 1.492, H10 1.103, H11 1.103, H12 1.103
6 C 1.255 0.468 -2.346  N4 1.495, H13 1.103, H14 1.103, H15 1.103
7 H 0.686 -1.369 1.474  C1 1.103
8 H -0.621 -2.327 0.709  C1 1.103
9 H -0.914 -0.621 1.170  C1 1.103
10 H 1.617 1.313 0.590  C5 1.103
11 H -0.174 1.352 0.564  C5 1.103
12 H 0.759 2.248 -0.675  C5 1.103
13 H 0.813 -0.170 -3.130  C6 1.103
14 H 2.352 0.354 -2.376  C6 1.103
15 H 1.004 1.519 -2.565  C6 1.103
16 O -2.517 -0.210 3.194  H17 0.984, H18 0.984
17 H -2.362 0.740 2.992  O16 0.984
18 H -3.397 -0.407 2.800  O16 0.984

Entry 12:
The following is a quantum chemistry calculation of a cluster of 2 separate species, C4H11NO2 in total at a distorted geometry, from the OMol25 dataset.

HOMO-LUMO gap	10.2	eV
highest occupied orbital energy	-9.42	eV

Each atom is followed by the atoms it is bonded to, with distances in Å.
Geometry (Å):
1 C 0.599 -0.093 0.121  N2 1.469, H6 1.165, H7 1.191, H8 1.133
2 N -0.736 -0.680 -0.048  C1 1.469, C3 1.350, H9 1.032
3 C -1.826 0.111 0.048  N2 1.350, C4 1.439, O5 1.264
4 C -3.105 -0.507 -0.183  C3 1.439, H10 1.202, H11 1.127, H12 1.068
5 O -1.774 1.351 0.284  C3 1.264
6 H 0.450 1.046 -0.075  C1 1.165
7 H 0.985 -0.339 1.221  C1 1.191
8 H 1.225 -0.545 -0.708  C1 1.133
9 H -0.724 -1.666 -0.353  N2 1.032
10 H -3.202 -1.649 -0.547  C4 1.202
11 H -3.582 0.124 -0.987  C4 1.127
12 H -3.781 -0.330 0.625  C4 1.068
13 C 3.004 -0.391 0.460  O14 1.412, H15 1.053, H16 1.114, H17 1.083
14 O 2.907 0.445 -0.675  C13 1.412, H18 0.990
15 H 2.057 -0.851 0.473  C13 1.053
16 H 3.787 -1.177 0.361  C13 1.114
17 H 3.122 0.064 1.436  C13 1.083
18 H 3.725 1.001 -0.656  O14 0.990

Number 1: calculated total energy -364.2209 hartree. Number 2: calculated total energy -364.1716 hartree. Number 3: calculated total energy -364.2088 hartree. Number 4: calculated total energy -364.1738 hartree. Number 5: calculated total energy -364.1988 hartree. Number 6: calculated total energy -364.2247 hartree. Number 7: calculated total energy -364.2113 hartree. Number 8: calculated total energy -364.0601 hartree. Number 9: calculated total energy -364.2214 hartree. Number 10: calculated total energy -364.1975 hartree. Number 11: calculated total energy -364.2342 hartree. Number 12: calculated total energy -364.1365 hartree.